# 1
The following is a quantum chemistry calculation of a structure of composition C16H40BBa2F4O8 in a non-equilibrium geometry, from the OMol25 dataset.

Output
E_LUMO in hartree: -0.4004
Frontier orbital gap in hartree: 0.0670

```
! RIJCOSX wB97M-V def2-TZVPD def2/J DEFGRID3
* xyz 3 1
Ba -0.301 0.230 4.226
Ba 6.478 3.193 2.710
B 1.912 1.147 -0.938
F 2.589 2.001 -0.140
F 1.454 1.620 -2.137
F 2.850 0.191 -1.297
F 0.863 0.628 -0.138
C 6.282 5.183 -1.428
O 7.435 4.497 -0.969
C 8.037 3.796 -2.047
C 9.438 3.318 -1.622
O 9.381 2.672 -0.363
C 10.625 2.151 0.024
H 5.587 4.434 -1.807
H 6.446 5.946 -2.189
H 5.763 5.734 -0.643
H 8.035 4.268 -3.029
H 7.441 2.884 -2.093
H 10.161 4.132 -1.664
H 9.737 2.672 -2.448
H 10.694 1.958 1.094
H 11.491 2.745 -0.270
H 10.801 1.167 -0.412
C -2.111 0.161 -5.911
O -3.378 -0.454 -5.595
C -4.485 0.460 -5.981
C -5.795 -0.215 -5.586
O -5.926 -0.080 -4.166
C -7.197 -0.693 -3.780
H -1.179 -0.377 -5.735
H -2.062 1.193 -5.564
H -2.085 0.258 -6.996
H -4.558 0.449 -7.068
H -4.373 1.414 -5.464
H -5.812 -1.279 -5.823
H -6.649 0.242 -6.086
H -7.971 -0.316 -4.449
H -7.438 -0.587 -2.722
H -7.196 -1.779 -3.868
C -5.341 -1.391 4.514
O -4.411 -0.750 3.635
C -5.052 -0.410 2.440
C -5.036 1.099 2.407
O -3.725 1.550 2.200
C -3.804 2.878 1.868
H -5.922 -2.174 4.027
H -6.032 -0.569 4.702
H -4.983 -1.631 5.515
H -6.009 -0.920 2.342
H -4.537 -0.743 1.539
H -5.391 1.528 3.344
H -5.772 1.382 1.655
H -4.065 3.297 2.840
H -4.575 3.122 1.137
H -2.801 3.204 1.592
C -0.357 -3.958 0.785
O -0.362 -3.985 2.232
C 0.568 -4.896 2.821
C 0.219 -5.267 4.256
O 0.330 -4.017 5.040
C 0.164 -4.505 6.460
H -0.837 -4.912 0.569
H 0.666 -3.967 0.411
H -0.845 -3.223 0.145
H 1.549 -4.450 2.656
H 0.757 -5.768 2.194
H 0.920 -6.087 4.413
H -0.808 -5.626 4.331
H 0.604 -3.766 7.129
H 0.810 -5.374 6.587
H -0.910 -4.638 6.589
*
```


# 2
The following is a quantum chemistry calculation of a cluster of 2 separate species, C2H7O2 in total in a non-equilibrium geometry, from the OMol25 dataset.

Output
E_LUMO in hartree: 0.1747
Frontier orbital gap in hartree: 0.2869
Energy relative to the best compared isomer or geometry (same formula, charge and spin) in kcal per mole: 17.0

```
! RIJCOSX wB97M-V def2-TZVPD def2/J DEFGRID3
* xyz -1 1
C 0.912 0.369 0.546
O -0.221 1.105 0.922
C 0.817 -0.721 -0.611
H 1.697 1.120 0.180
H 1.283 -0.420 1.239
H 1.751 -0.787 -1.260
H 0.736 -1.658 -0.091
H -0.053 -0.648 -1.248
H -1.465 0.494 0.376
H -3.026 0.948 -0.110
O -2.431 0.199 0.057
*
```


# 3
The following is a quantum chemistry calculation of a structure of composition C15H45BN3O4Ti in a non-equilibrium geometry, from the OMol25 dataset.

Output
E_LUMO (alpha / beta) in hartree: 0.0168 / 0.0137
Frontier orbital gap (alpha / beta) in hartree: 0.1511 / 0.3357
Energy relative to the best compared isomer or geometry (same formula, charge and spin) in kcal per mole: 2.6
Expectation value of S²: 3.752

```
! RIJCOSX wB97M-V def2-TZVPD def2/J DEFGRID3
* xyz 0 4
Ti 0.354 1.294 0.034
B -0.196 3.561 1.041
H -0.508 4.639 1.337
H -0.462 2.890 1.963
H -0.819 3.214 0.132
H 0.911 3.464 0.750
C 0.784 -0.042 3.253
C 1.395 -0.989 2.206
C 1.512 -2.411 2.711
O 2.062 -2.488 4.013
C 3.466 -2.314 4.053
N 0.531 -0.919 0.993
H 1.588 0.257 3.925
H -0.016 -0.520 3.825
H 0.345 0.864 2.831
H 2.404 -0.631 1.985
H 2.085 -3.058 2.031
H 0.523 -2.876 2.791
H 3.804 -1.321 3.740
H 3.921 -3.023 3.350
H 3.775 -2.516 5.073
H 0.502 -1.750 0.415
H -0.394 -0.698 1.337
C -1.373 -1.572 -2.172
C -0.497 -0.603 -2.931
C -0.839 -0.570 -4.420
O 0.111 0.283 -5.035
C -0.346 0.625 -6.321
N -0.548 0.720 -2.289
H -2.419 -1.246 -2.242
H -1.076 -1.722 -1.139
H -1.410 -2.571 -2.619
H 0.546 -0.942 -2.899
H -1.861 -0.187 -4.538
H -0.786 -1.593 -4.804
H -1.232 1.272 -6.302
H -0.602 -0.254 -6.922
H 0.378 1.186 -6.914
H -0.187 1.398 -2.960
H -1.544 0.958 -2.253
C -3.145 1.390 2.623
C -2.864 0.165 1.775
C -4.161 -0.369 1.193
O -3.883 -1.418 0.293
C -5.007 -1.926 -0.379
N -1.959 0.585 0.665
H -2.213 1.674 3.111
H -3.881 1.179 3.405
H -3.568 2.201 2.033
H -2.430 -0.670 2.334
H -4.734 0.461 0.759
H -4.775 -0.771 2.012
H -5.559 -2.662 0.214
H -4.642 -2.398 -1.293
H -5.709 -1.138 -0.675
H -2.122 1.584 0.533
H -2.230 0.121 -0.197
C 4.229 0.646 -1.698
C 3.630 0.742 -0.300
C 4.659 1.171 0.748
O 2.572 1.705 -0.314
H 3.596 -0.007 -2.306
H 5.217 0.186 -1.764
H 4.277 1.625 -2.175
H 3.200 -0.208 0.013
H 5.524 0.505 0.704
H 4.228 1.081 1.747
H 4.959 2.209 0.603
H 2.911 2.527 -0.689
*
```